Entry 1:
DFT (ωB97M-V with the def2-TZVPD basis set) results for a structure of composition C4H6O2.

Output
Spin multiplicity: 1
Energy above the lowest of the compared OMol25 structures with the same formula, charge and spin in kcal per mole: 57.9
Total charge: 0
Orbital gap in Ha: 0.3656
E in eV: -8337.949
Strongest force on any atom in eV Å⁻¹: 0.56

Each line ends with the Mulliken charge.
Atoms and positions in Å:
O -2.433869 0.814169 -0.421373  -0.49
C -1.298311 0.316508 0.051905  0.73
C 0.067403 0.477746 -0.568037  -0.57
C 0.473230 -0.384976 0.663597  0.68
O 1.530879 -0.820437 1.045564  -0.57
C -0.925025 -0.430873 1.118914  -0.96
H -3.166256 0.561980 0.159710  0.34
H 3.575929 -0.550900 -1.282584  0.23
H 0.468756 1.495750 -0.582068  0.23
H 0.210716 0.000997 -1.542651  0.25
H 3.141434 -0.618376 -0.679908  -0.24
H -1.437236 -0.883192 1.959931  0.37

Atomic forces in eV per Å
O -0.07 -0.10 0.16
C 0.13 -0.05 0.04
C 0.05 0.08 -0.15
C 0.37 -0.19 0.19
O -0.51 0.19 -0.13
C -0.05 -0.01 0.01
H 0.06 0.06 -0.11
H -0.02 0.00 0.02
H -0.05 -0.13 0.01
H -0.02 0.06 0.13
H 0.06 0.00 -0.07
H 0.05 0.07 -0.12

Entry 2:
DFT (ωB97M-V with the def2-TZVPD basis set) results for a cluster of 2 separate species, C7H11NO2 in total in a non-equilibrium geometry.

Output
Spin multiplicity: 1
Energy above the lowest of the compared OMol25 structures with the same formula, charge and spin in kcal per mole: 84.5
Total charge: 0
Orbital gap in Ha: 0.3123
E in eV: -13019.617
Strongest force on any atom in eV Å⁻¹: 3.97

Each line ends with the Mulliken charge.
Atoms and positions in Å:
C -1.031787 -0.404027 1.737118  -0.73
C -0.064425 0.445183 2.238341  -0.38
C -1.179271 -0.220032 0.398703  0.82
C -0.246584 0.721541 0.087009  -1.07
C -2.080077 -0.991122 -0.544667  -1.02
C 1.512181 2.081202 1.326458  -0.81
C 1.349052 -0.755964 -2.305916  -0.05
N 0.391881 1.151586 1.178671  0.25
O 2.251660 -1.663113 -2.141346  -0.22
O 0.268157 -1.226358 -2.997343  -0.45
H -1.481424 -1.190654 2.313811  0.37
H 0.312581 0.467848 3.274629  0.29
H -2.957655 -0.355557 -0.762327  0.24
H -1.612131 -1.366634 -1.490242  0.22
H -2.392635 -1.872185 0.040727  0.32
H 2.187243 1.916592 0.446518  0.31
H 1.234318 3.165521 1.317986  0.27
H 2.041339 2.038564 2.324963  0.26
H -0.046985 1.126759 -0.797094  0.67
H 1.865830 -2.542376 -2.485645  0.29
H -0.321268 -0.526775 -3.160356  0.40

Atomic forces in eV per Å
C 0.06 -0.95 2.95
C -0.75 -1.05 0.93
C 0.23 -0.30 -2.24
C -0.82 -0.25 0.97
C 0.00 0.04 0.45
C 0.64 1.14 -0.65
C -0.82 1.58 -0.56
N 1.49 0.80 2.33
O -1.53 -2.06 -0.77
O 2.73 -2.10 0.88
H -0.34 -0.03 0.23
H -0.05 0.36 -0.98
H 0.21 -0.58 -0.17
H -0.31 0.53 0.92
H -0.25 0.23 -0.51
H -0.23 0.16 1.07
H -0.36 -0.85 -0.38
H -0.59 -0.86 -1.25
H 0.91 1.60 -3.52
H 0.89 0.98 0.41
H -1.09 1.61 -0.13

Entry 3:
DFT (ωB97M-V with the def2-TZVPD basis set) results for a structure of composition C22H49MgO15S5 in a non-equilibrium geometry.

Output
Spin multiplicity: 1
Total charge: +1
Orbital gap in Ha: 0.3293
E in eV: -113933.265
Strongest force on any atom in eV Å⁻¹: 6.80

Each line ends with the Mulliken charge.
Atoms and positions in Å:
Mg 25.904505 0.446607 -16.961805  0.12
O 24.399202 0.773158 -15.892541  0.62
H 23.567637 0.447129 -15.496640  -0.38
C 22.076852 2.052524 -12.231541  -1.48
C 22.529876 2.552494 -13.612616  1.09
C 21.619460 2.394508 -14.818320  0.27
O 21.616276 3.804884 -15.384914  -0.39
C 22.344072 4.588484 -14.591128  0.61
O 22.603609 5.747885 -14.856272  -0.58
O 22.711549 3.935649 -13.491121  -0.43
H 22.102655 0.970161 -12.105387  0.30
H 21.026570 2.247448 -12.014714  0.39
H 22.684920 2.535155 -11.466423  0.36
H 23.419661 1.996616 -13.908250  -0.15
H 20.562507 2.202026 -14.634191  0.41
H 22.036266 1.624569 -15.467611  -0.32
C 34.121110 -2.498759 -16.988196  -1.33
C 33.476221 -1.368025 -16.217821  0.39
C 33.729578 -0.100362 -16.862643  -0.75
O 32.495352 0.499996 -16.852344  -0.27
C 31.569456 -0.384648 -16.754519  0.57
O 30.413765 -0.141585 -17.035203  -0.56
O 32.079125 -1.546833 -16.318086  -0.31
H 33.589452 -2.966702 -17.816734  0.35
H 34.371370 -3.313136 -16.308292  0.33
H 35.008615 -2.062792 -17.446852  0.38
H 33.526418 -1.438738 -15.131274  0.37
H 33.812155 -0.282164 -17.934200  0.43
H 34.606289 0.413250 -16.468075  0.33
C 22.968478 -2.907206 -13.579459  -0.91
C 23.729595 -3.716222 -12.545729  0.29
C 22.879139 -4.816168 -11.874002  -0.52
O 23.788485 -5.796072 -11.762881  -0.33
C 24.830634 -5.641080 -12.466287  0.59
O 25.731782 -6.451383 -12.532955  -0.61
O 24.818703 -4.466486 -12.914473  -0.32
H 23.613908 -3.093857 -14.437761  -0.04
H 23.156205 -1.860546 -13.339929  0.19
H 21.909832 -3.119630 -13.728636  0.48
H 24.057592 -3.044331 -11.752585  0.35
H 22.091053 -5.115830 -12.564817  0.35
H 22.533533 -4.348566 -10.952041  0.34
C 22.697498 -1.871688 -17.147467  -0.28
S 24.246149 -1.972307 -18.051332  0.63
O 25.425200 -1.366514 -17.325536  -0.55
C 24.420046 -3.830391 -17.966729  -1.19
H 22.350064 -0.839619 -17.100358  -0.03
H 22.713286 -2.249391 -16.125128  -0.23
H 21.997355 -2.557177 -17.624973  0.56
H 23.459499 -4.270361 -18.234816  0.49
H 24.612547 -4.116121 -16.932604  0.30
H 25.142147 -4.118893 -18.730554  0.37
C 25.537334 4.343971 -16.197354  -0.21
S 27.173034 3.599680 -16.351829  0.27
O 26.857304 2.146619 -16.752414  -0.45
C 28.071836 4.434463 -17.748559  -0.92
H 25.320554 4.660372 -17.217653  0.11
H 25.597256 5.273504 -15.631243  0.57
H 24.859499 3.586028 -15.804748  -0.36
H 27.656630 3.932964 -18.622742  0.14
H 29.158840 4.376970 -17.805320  0.35
H 27.740567 5.464552 -17.879980  0.44
C 23.456294 3.308553 -19.318471  -0.67
S 24.571559 1.863213 -19.828397  0.33
O 25.274291 1.318040 -18.575074  -0.47
C 23.284473 0.551491 -20.232630  -0.93
H 24.102586 4.153457 -19.080683  0.26
H 23.019100 2.979444 -18.375795  0.05
H 22.713635 3.519495 -20.087927  0.46
H 23.622693 -0.451232 -20.493869  0.29
H 22.845863 0.896859 -21.168824  0.51
H 22.597703 0.640796 -19.390926  0.20
C 29.064774 -1.293307 -19.825957  -0.72
S 27.851638 0.097235 -19.678611  0.23
O 27.224095 0.075879 -18.285311  -0.06
C 29.104483 1.490363 -19.661702  -0.96
H 29.510399 -1.270528 -20.820443  0.44
H 28.694064 -2.234045 -19.418914  0.31
H 29.902189 -1.207203 -19.133555  -0.05
H 29.468011 1.674094 -18.650668  0.09
H 28.718967 2.376725 -20.165531  0.41
H 29.991906 1.248453 -20.246561  0.50
C 29.163980 0.974637 -14.339329  -0.94
S 27.402505 0.368988 -14.266400  0.42
O 27.208600 -0.134926 -15.671696  0.22
C 27.747440 -1.358582 -13.601158  -0.97
H 29.317409 1.436955 -15.314432  0.04
H 29.861830 0.157728 -14.155541  0.39
H 29.246830 1.828698 -13.667164  0.50
H 28.209147 -2.017899 -14.336165  0.27
H 26.816120 -1.864297 -13.346203  0.18
H 28.396982 -1.231336 -12.735130  0.46

Atomic forces in eV per Å
Mg -0.54 0.59 0.74
O -1.97 0.30 1.18
H 1.23 0.11 -0.48
C -0.64 -0.26 -0.28
C -0.68 -1.59 0.89
C -1.04 1.58 -0.08
O 0.20 -2.36 -0.32
C 0.19 1.99 -0.84
O -0.30 -1.84 0.66
O 1.07 0.94 0.39
H 0.60 -0.10 -0.25
H -0.05 0.62 -0.16
H 0.02 -0.15 -0.06
H 0.71 0.65 0.26
H 0.10 -0.12 0.27
H -0.09 0.69 -0.59
C 1.35 -0.49 0.66
C -0.50 -3.45 0.91
C 1.38 0.20 -1.74
O 0.21 4.20 0.66
C -3.31 -0.94 -0.09
O 1.01 -0.76 0.46
O -2.25 0.43 -0.98
H -0.69 0.58 0.18
H 0.33 0.00 -0.17
H 0.46 -0.47 0.16
H 1.48 0.28 0.04
H 1.23 -0.17 -0.16
H -0.55 0.60 0.01
C 2.07 0.23 -0.30
C -2.51 0.53 2.35
C -1.10 2.96 -1.14
O -2.53 -4.29 3.78
C 3.92 -3.81 0.80
O -0.98 0.97 -0.54
O 2.56 4.35 -4.54
H -0.65 0.13 -0.75
H -0.50 0.12 -0.18
H 0.26 -0.23 0.05
H 0.28 0.12 -0.03
H -0.42 -0.09 0.36
H -0.35 -0.98 0.25
C -0.24 -0.24 0.92
S 0.61 -0.80 -0.25
O -1.80 -2.59 -0.35
C -0.59 1.09 0.05
H 0.04 -0.09 -0.34
H 0.60 0.14 0.06
H -0.06 0.38 -0.55
H -0.07 0.19 -0.17
H 0.54 -0.01 -0.18
H 0.23 -0.02 0.50
C 0.82 1.12 -1.44
S 0.72 -2.06 1.14
O 1.44 3.62 0.38
C -1.87 -0.18 -0.89
H -0.73 -0.23 0.00
H -0.03 -0.27 0.37
H 0.24 -0.04 -0.07
H 0.11 -0.20 -0.16
H -0.18 -0.30 0.81
H 0.09 0.16 0.51
C 0.54 -1.58 0.41
S 0.28 -1.27 1.17
O -2.67 2.13 -3.22
C 0.03 1.84 -0.34
H 0.05 -0.10 -0.43
H -0.30 0.02 -0.05
H 0.18 0.00 0.04
H 0.67 0.27 0.76
H -0.45 0.32 0.14
H -0.16 -0.53 -0.20
C 0.64 0.45 1.18
S 0.37 0.29 1.98
O 3.58 -1.11 -3.32
C 0.19 -0.46 -0.42
H -0.57 -0.37 -0.16
H -0.87 -0.04 -0.92
H 0.02 0.95 0.16
H -0.48 -0.13 0.11
H -0.48 -0.06 0.38
H -0.08 -0.52 -0.12
C -0.86 0.56 0.34
S 1.79 -2.63 -0.99
O -0.14 0.08 0.42
C 0.04 0.94 1.03
H -0.29 -0.59 -0.26
H -0.08 0.23 0.01
H 0.21 -0.37 0.56
H 0.24 0.79 -0.42
H -0.14 0.46 0.24
H -0.15 -0.34 0.22

Entry 4:
DFT (ωB97M-V with the def2-TZVPD basis set) results for a structure of composition C4H8N4 in a non-equilibrium geometry.

Output
Spin multiplicity: 1
Energy above the lowest of the compared OMol25 structures with the same formula, charge and spin in kcal per mole: 134.0
Total charge: 0
Orbital gap in Ha: 0.3258
E in eV: -10232.432
Strongest force on any atom in eV Å⁻¹: 7.56

Each line ends with the Mulliken charge.
Atoms and positions in Å:
C 0.349699 0.376415 -0.348974  0.44
C -1.769636 -1.307894 1.880752  -0.34
C -0.203183 0.074141 -1.728163  -0.16
C -0.696945 -1.000046 -2.193478  -0.57
H 2.466653 2.383713 0.599631  0.32
H 2.972371 0.702044 0.560027  0.27
H 0.483456 0.432476 1.634830  0.36
H -1.373894 -1.199156 2.939680  0.24
H -2.486785 -2.101938 1.728700  0.26
H 0.387227 0.904078 -2.298953  0.28
H -0.960896 -1.294826 -3.216872  0.28
H -0.862408 -1.833372 -1.454030  0.21
N 1.867972 1.455974 0.730109  -0.78
N 1.235542 1.299011 -0.466511  -0.37
N -0.000228 -0.059390 0.908391  0.00
N -1.204047 -0.816839 0.806034  -0.42

Atomic forces in eV per Å
C -0.78 1.02 -0.85
C 2.45 0.65 -0.58
C 3.70 4.38 1.08
C -1.93 -4.81 -0.15
H -1.78 -2.20 0.61
H -3.92 2.39 0.99
H -0.25 0.08 1.14
H -0.39 0.19 -1.34
H -0.51 0.43 -0.19
H -1.97 -1.43 0.24
H 0.44 0.72 0.30
H -0.24 0.96 -0.86
N 7.48 0.99 0.45
N -0.11 -0.53 -1.22
N -2.56 -2.30 -2.80
N 0.36 -0.54 3.18